1.
{"formula": "C16H40Cl22IN3Nb", "method": "ωB97M-V/def2-TZVPD", "homo_energy_ev": -4.16, "total_charge": -1, "orbital_gap_ev": 5.72, "elements": ["C", "C", "C", "I", "Nb", "C", "C", "N", "N", "N", "H", "H", "H", "H", "H", "H", "H", "H", "H", "H", "H", "H", "H", "H", "H", "H", "H", "H", "C", "Cl", "Cl", "H", "H", "C", "Cl", "Cl", "H", "H", "C", "Cl", "Cl", "H", "H", "C", "Cl", "Cl", "H", "H", "C", "Cl", "Cl", "H", "H", "C", "Cl", "Cl", "H", "H", "C", "Cl", "Cl", "H", "H", "C", "Cl", "Cl", "H", "H", "C", "Cl", "Cl", "H", "H", "C", "Cl", "Cl", "H", "H", "C", "Cl", "Cl", "H", "H"], "xyz": [[1.809099, -3.463964, -2.261536], [2.009146, -1.925614, -2.156616], [0.796455, -1.173325, -1.511932], [1.497063, 0.595196, -0.466751], [-0.624874, -0.595029, -3.256603], [-2.486051, -0.822703, -1.970101], [-3.324749, -2.148220, -2.150386], [-4.766743, -1.754307, -1.999660], [-3.134446, -2.814817, -3.433990], [-3.061581, -3.049251, -1.018354], [2.742597, -3.984815, -1.970077], [1.010186, -3.859128, -1.617805], [1.622781, -3.774009, -3.301503], [2.896223, -1.735142, -1.527643], [2.193431, -1.540546, -3.170427], [0.230386, -1.859657, -0.860999], [-0.565425, 1.163050, -2.737894], [0.765447, -0.269439, -4.391137], [-0.543349, -2.352166, -3.738777], [-1.728593, -0.197658, -4.666545], [-2.198064, -0.778442, -0.901071], [-3.162920, 0.025599, -2.168141], [-5.295372, -2.542715, -1.615814], [-5.174503, -1.550000, -2.906222], [-3.310978, -3.815058, -3.343955], [-3.673241, -2.393370, -4.178463], [-2.077616, -2.974398, -0.774937], [-3.631531, -2.700119, -0.253652], [-7.742223, -4.279334, -0.627629], [-7.239467, -4.819985, -2.236517], [-6.601297, -3.117432, 0.057280], [-8.715380, -3.806398, -0.706131], [-7.800875, -5.142145, 0.027646], [-0.185541, 3.967723, -0.612807], [-1.859153, 3.418937, -0.506926], [0.018278, 5.564534, 0.139234], [0.451745, 3.253688, -0.100958], [0.098143, 4.032762, -1.657796], [-2.041436, -6.549260, -3.898042], [-1.243485, -5.196387, -4.692047], [-2.916803, -6.029930, -2.441659], [-2.749842, -6.989211, -4.592587], [-1.296558, -7.285084, -3.612896], [-7.085231, -0.182927, 2.650323], [-5.851925, -0.599111, 1.460875], [-7.882780, -1.623863, 3.304838], [-6.616979, 0.355995, 3.467003], [-7.832849, 0.442186, 2.173854], [3.980259, 4.611795, 0.583104], [3.962108, 4.206951, -1.137458], [2.788930, 3.659455, 1.480936], [4.969206, 4.405105, 0.983082], [3.745992, 5.663205, 0.700588], [0.694882, -5.388461, 1.537550], [-0.164745, -6.327796, 0.308755], [0.533735, -3.651420, 1.269898], [0.281974, -5.630317, 2.511237], [1.747057, -5.651044, 1.504695], [5.638581, 1.453599, 1.737429], [6.200355, 0.926562, 0.150455], [6.746663, 2.645981, 2.453297], [4.657301, 1.902836, 1.629964], [5.582312, 0.592498, 2.394808], [1.863422, 3.349431, -4.457254], [1.144222, 1.745207, -4.099143], [3.612115, 3.238757, -4.761234], [1.383219, 3.759896, -5.340160], [1.704568, 4.011760, -3.609445], [2.670490, 3.242272, 5.404954], [3.940725, 2.834063, 4.251040], [1.878729, 1.793866, 6.042359], [3.111057, 3.791725, 6.230835], [1.926803, 3.856100, 4.905885], [4.434467, 1.712708, 8.462004], [5.621034, 0.457469, 8.838099], [3.834165, 2.495066, 9.931120], [4.904840, 2.461914, 7.833202], [3.598625, 1.261528, 7.938652], [3.895367, 8.789938, 2.318431], [3.711518, 9.152698, 0.599357], [3.574824, 7.085171, 2.657361], [4.911678, 9.020823, 2.619214], [3.194405, 9.395951, 2.882341]], "forces_ev_per_angstrom": [[0.47, -0.15, -0.20], [-0.08, -0.18, 0.70], [-0.09, -0.57, -1.39], [0.01, -0.56, 0.32], [-1.97, -1.21, 1.53], [-0.40, -0.20, -0.82], [-1.01, 1.54, 0.28], [-0.03, -0.43, 0.65], [0.69, -0.45, 0.59], [-0.16, -0.31, -0.81], [-0.34, 0.24, 0.00], [0.11, 0.23, -0.26], [-0.25, 0.16, 0.41], [-0.12, -0.05, -0.38], [0.18, 0.06, 0.41], [0.49, 0.58, 0.33], [-0.13, -0.28, 0.47], [-0.37, -0.44, -0.44], [1.02, -0.34, 0.03], [-0.06, 0.05, -0.23], [-0.07, 0.27, -0.42], [0.27, -0.21, 0.21], [0.43, 0.30, -0.65], [0.17, 0.07, 0.07], [-0.17, 0.55, -0.13], [0.10, -0.01, 0.09], [-0.17, -0.08, 0.14], [0.40, 0.01, 0.08], [0.05, -0.09, 0.11], [-0.07, -0.06, -0.03], [-0.79, -0.61, 0.28], [0.08, 0.06, -0.07], [0.09, 0.00, -0.07], [-0.03, -0.19, -0.05], [0.05, -0.02, -0.01], [0.10, 0.12, -0.02], [-0.12, 0.11, 0.01], [-0.08, 0.03, 0.02], [-0.03, -0.15, -0.07], [0.10, -0.08, -0.03], [0.10, -0.28, -0.08], [-0.04, 0.06, 0.07], [0.00, 0.09, 0.08], [0.13, 0.10, -0.07], [0.17, 0.56, 0.19], [-0.09, 0.02, 0.09], [0.01, -0.12, 0.01], [-0.01, -0.12, -0.04], [0.08, 0.09, -0.31], [0.05, -0.01, 0.01], [-0.17, 0.18, -0.27], [-0.06, -0.11, -0.01], [-0.11, -0.21, -0.17], [0.05, -0.02, 0.09], [0.00, -0.02, 0.03], [0.04, 0.00, 0.11], [-0.08, 0.02, -0.07], [-0.03, 0.05, -0.11], [-0.06, -0.21, -0.15], [-0.05, 0.00, 0.04], [-0.01, 0.02, 0.03], [0.06, 0.03, -0.06], [0.11, 0.05, 0.00], [-0.25, -0.03, 0.23], [1.46, 2.07, -1.07], [0.11, 0.14, -0.01], [0.09, -0.08, -0.03], [0.16, -0.03, 0.00], [0.00, 0.11, -0.06], [0.19, -0.02, 0.66], [-0.17, 0.03, -0.02], [0.01, -0.08, 0.00], [-0.01, -0.12, -0.05], [-0.02, -0.06, -0.10], [0.02, 0.00, -0.07], [-0.06, 0.08, -0.04], [0.07, -0.02, 0.10], [0.07, -0.02, 0.15], [0.03, 0.11, 0.07], [0.02, 0.05, 0.02], [-0.04, 0.18, 0.36], [0.00, -0.09, -0.08], [-0.06, -0.08, -0.08]], "lowdin_charge": [-0.16, -0.45, -0.93, 0.69, 1.26, -0.34, -0.72, 0.02, 0.02, 0.06, 0.06, 0.02, 0.04, 0.05, 0.05, -0.06, -0.20, -0.21, -0.12, -0.16, 0.03, 0.02, -0.07, 0.06, -0.03, 0.06, 0.05, 0.05, -0.99, 0.51, 0.54, 0.02, 0.02, -1.07, 0.50, 0.46, -0.10, 0.01, -1.01, 0.53, 0.52, 0.02, 0.02, -1.02, 0.50, 0.48, 0.02, 0.02, -1.02, 0.53, 0.48, 0.00, -0.06, -1.02, 0.49, 0.55, 0.02, 0.02, -1.05, 0.52, 0.48, -0.06, 0.03, -0.99, 0.38, 0.45, 0.02, -0.01, -0.99, 0.51, 0.54, 0.02, 0.03, -1.06, 0.50, 0.49, 0.02, -0.04, -1.01, 0.52, 0.56, 0.02, 0.02]}


2.
{"formula": "C4H6N2O2", "method": "ωB97M-V/def2-TZVPD", "homo_energy_ev": -8.87, "smiles": "CNC#CC(=O)NO", "e_above_lowest_ev": 5.1503, "orbital_gap_ev": 9.15, "elements": ["C", "C", "C", "C", "N", "N", "O", "O", "H", "H", "H", "H", "H", "H"], "xyz": [[-0.666087, -0.102764, 0.026502], [0.550803, 0.037173, -0.163914], [-1.900089, 0.589436, 0.010761], [2.898338, 0.616001, 0.036439], [-3.022272, -0.232933, -0.028768], [1.838964, -0.448956, -0.236568], [-1.954706, 1.811301, 0.130948], [-2.914450, -1.590633, 0.200589], [-2.436365, -2.039345, -0.523136], [2.544894, 1.620946, -0.205478], [3.109418, 0.562628, 1.069574], [3.906025, 0.559132, -0.465473], [-4.010526, 0.034001, 0.145648], [2.056056, -1.415988, 0.002874]], "forces_ev_per_angstrom": [[2.33, 1.28, -0.81], [0.85, -3.55, 0.69], [-2.01, 0.70, 1.38], [0.27, -0.71, -0.85], [-0.90, 0.66, -0.58], [-0.02, 2.92, -0.58], [-0.40, -1.10, -0.60], [0.62, -0.99, 0.31], [-0.38, 0.71, 0.03], [-0.45, -0.40, 0.02], [0.26, 0.26, 1.30], [-1.29, -0.75, -0.06], [1.55, 0.33, -0.22], [-0.44, 0.65, -0.04]], "lowdin_charge": [0.08, -0.04, -0.53, -0.07, -0.02, -0.06, 0.05, -0.05, 0.11, 0.08, 0.05, 0.09, 0.17, 0.13]}